A cluster of 8 separate species, C43H51BrFNO23 in total at a distorted geometry. Source: the OMol25 dataset; level of theory: ωB97M-V/def2-TZVPD.

Geometry as XYZ:
```
120
Properties=species:S:1:pos:R:3:forces:R:3
N -1.2749 -2.2586 2.0125 -0.3 -1.1 0.4
C -1.5252 -2.0620 3.4508 -0.1 0.9 0.4
C -2.9703 -1.5890 3.8316 -1.4 0.9 1.3
C -3.0617 -0.5975 4.9294 -2.0 -0.2 -0.6
C -4.3324 -0.0668 5.4218 -0.3 -1.4 -1.7
C -5.5775 -0.5429 4.8263 1.3 -0.9 -0.8
C -5.5320 -1.5306 3.7175 1.3 0.7 1.0
C -4.2301 -2.0534 3.2390 -0.4 1.5 1.4
Br -4.2452 -3.3876 1.8217 0.0 0.7 1.0
C -6.8994 -1.9465 3.1331 -0.6 0.1 0.8
O -7.1261 -2.2614 1.9875 0.6 0.2 0.6
C -8.1140 -1.9376 4.1319 -0.5 -0.2 0.6
C -9.1722 -2.9045 3.8622 -0.6 1.1 1.7
C -10.3111 -2.9407 4.7705 2.1 1.8 0.4
F -11.3248 -3.8259 4.5183 1.1 1.1 0.5
C -10.3539 -2.0336 5.9346 1.1 -0.4 -1.5
C -9.2759 -1.0598 6.1729 -0.3 -1.4 -1.6
C -8.1416 -0.9990 5.2528 -1.1 -1.4 -0.4
C -6.9512 -0.0114 5.3639 0.2 -0.8 -0.5
O -7.0593 1.1111 5.8091 0.0 -0.8 0.0
H -1.3647 -3.2718 1.8310 0.1 0.9 -0.1
H -1.9750 -1.7900 1.4316 0.3 -0.1 0.4
H -1.2506 -2.9606 4.0784 -0.4 0.7 -0.9
H -0.8209 -1.2417 3.7913 -0.9 -0.8 -0.1
H -2.1434 -0.2028 5.4332 -0.8 -0.7 -0.8
H -4.4184 0.6965 6.2349 0.3 -0.8 -0.9
H -9.1255 -3.6114 3.0014 0.1 0.8 0.8
H -11.2391 -2.1382 6.6070 1.0 0.3 -0.6
H -9.3365 -0.3923 7.0605 0.1 -0.6 -0.9
C 2.3204 -0.1168 8.4008 0.2 -0.3 0.1
C 1.1838 -0.5804 7.5195 0.7 0.4 0.5
C -0.1761 -0.1298 7.9754 -0.3 0.4 -0.1
O -1.0255 -1.1364 7.4238 0.3 -0.3 0.0
C -0.2725 -2.2719 7.3296 -0.1 -0.5 -0.1
O -0.7102 -3.3468 7.0745 0.1 0.3 0.1
O 1.0419 -2.0031 7.5640 -0.6 0.0 -0.2
H 3.2372 -0.6563 8.1577 0.0 0.1 -0.1
H 2.4963 0.9526 8.2735 0.0 0.0 0.0
H 2.1096 -0.3115 9.4546 -0.1 0.0 -0.1
H 1.3750 -0.2995 6.4790 -0.1 0.0 0.0
H -0.4416 0.8557 7.5940 -0.2 -0.1 -0.1
H -0.2960 -0.1367 9.0630 0.2 0.0 0.0
C 4.2336 -4.7062 0.2332 0.0 -0.4 0.0
C 2.9429 -4.0762 0.6989 0.8 -0.1 -0.4
C 2.9434 -3.6687 2.1430 0.2 0.4 0.2
O 1.5527 -3.7150 2.4640 -0.2 -0.4 -0.2
C 0.9924 -4.6410 1.6381 -0.2 0.0 0.0
O -0.1205 -5.0587 1.7535 0.2 0.0 0.0
O 1.8643 -5.0220 0.6692 -0.6 0.1 0.5
H 4.0974 -5.1843 -0.7378 0.0 0.2 0.0
H 5.0205 -3.9558 0.1490 -0.1 0.0 -0.1
H 4.5667 -5.4848 0.9246 -0.1 0.1 0.1
H 2.6727 -3.2458 0.0440 0.0 -0.1 0.3
H 3.3470 -2.6689 2.2971 -0.2 0.0 0.0
H 3.4711 -4.3723 2.7953 0.0 0.0 -0.1
C 6.3331 -4.0399 -4.3747 0.2 0.0 0.3
C 4.9515 -3.5536 -4.0039 0.8 -0.4 -0.4
C 4.5889 -2.2177 -4.5867 -0.1 0.2 -0.5
O 3.6214 -1.7388 -3.6520 0.1 -0.2 0.5
C 3.9206 -2.3112 -2.4549 0.0 0.2 0.2
O 3.4234 -1.9956 -1.4162 0.3 0.1 -0.5
O 4.8555 -3.2858 -2.6018 -0.6 0.4 0.1
H 6.6225 -4.8847 -3.7473 -0.1 0.0 -0.1
H 6.3655 -4.3499 -5.4205 -0.1 0.0 0.0
H 7.0821 -3.2602 -4.2193 -0.1 0.0 0.0
H 4.2056 -4.3170 -4.2468 -0.1 0.1 0.0
H 4.1610 -2.2965 -5.5852 -0.2 0.1 0.1
H 5.4244 -1.5113 -4.6093 0.1 -0.2 0.1
C -8.4825 1.3333 1.5132 0.1 -0.1 -0.3
C -7.5943 2.4038 2.1049 -0.6 -0.8 -0.2
C -8.2876 3.7117 2.3614 -0.3 0.2 0.4
O -7.2058 4.6407 2.2972 0.3 -0.2 -0.3
C -6.2718 4.0954 1.4671 0.4 0.2 -0.1
O -5.3205 4.6776 1.0522 -0.3 -0.1 0.1
O -6.5742 2.7989 1.1815 0.2 0.6 0.2
H -7.8820 0.5010 1.1409 0.0 0.0 0.2
H -9.1833 0.9558 2.2605 0.1 0.0 0.0
H -9.0535 1.7148 0.6635 0.0 0.1 0.1
H -7.0979 2.0265 3.0047 0.0 0.1 0.1
H -8.7733 3.7460 3.3357 0.2 0.2 0.0
H -9.0157 3.9771 1.5885 0.0 -0.2 0.0
C 3.8422 3.4920 -1.6532 0.1 0.2 -0.2
C 4.2380 2.0587 -1.3898 -0.6 0.9 -0.1
C 4.9109 1.8364 -0.0668 -0.2 0.0 0.5
O 5.6924 0.6683 -0.3235 0.2 -0.1 -0.5
C 5.9784 0.6745 -1.6534 0.1 -0.1 0.0
O 6.7581 -0.0626 -2.1781 -0.2 0.1 0.0
O 5.2559 1.6252 -2.3020 0.4 -0.6 0.2
H 3.5772 3.6280 -2.7032 -0.1 0.0 0.1
H 2.9896 3.7792 -1.0346 0.0 -0.1 0.0
H 4.6669 4.1748 -1.4464 0.0 -0.1 0.0
H 3.3749 1.3987 -1.5204 0.1 -0.1 0.1
H 4.2019 1.6616 0.7412 0.1 -0.2 0.0
H 5.5876 2.6473 0.2193 -0.1 0.1 -0.2
C 5.0650 3.3498 -6.8330 -0.2 -0.2 0.4
C 6.0719 4.0719 -5.9696 -0.5 -0.5 -0.8
C 7.2837 3.2573 -5.6155 0.4 -0.1 -0.3
O 7.7029 3.8623 -4.3918 -0.4 0.2 0.2
C 6.5863 4.3823 -3.8128 0.0 0.0 0.3
O 6.5403 4.8041 -2.6994 0.1 -0.1 -0.2
O 5.5338 4.3561 -4.6736 0.5 0.1 0.5
H 4.1273 3.8957 -6.8604 0.2 0.1 0.0
H 5.4381 3.2391 -7.8517 0.0 0.1 0.0
H 4.8409 2.3564 -6.4341 0.1 0.0 0.1
H 6.3466 5.0256 -6.4303 0.1 0.0 0.0
H 8.0672 3.3196 -6.3695 0.1 0.1 0.2
H 7.0584 2.2045 -5.4189 -0.2 0.1 -0.1
C -0.1193 2.8552 -10.7948 0.0 0.3 -0.2
C 1.1793 2.7671 -10.0271 -0.8 -0.1 -0.5
C 1.0152 2.7554 -8.5336 -0.1 -0.4 0.3
O 2.2666 3.2829 -8.0925 0.1 0.3 -0.4
C 2.7229 4.0930 -9.0902 0.3 0.4 -0.1
O 3.6529 4.8312 -8.9889 -0.5 -0.2 -0.2
O 1.9737 3.9424 -10.2165 0.4 0.0 0.5
H 0.0714 3.0905 -11.8431 0.0 -0.2 0.0
H -0.6658 1.9124 -10.7387 0.1 0.0 0.0
H -0.7575 3.6507 -10.4039 0.1 0.0 0.1
H 1.7658 1.9117 -10.3763 0.0 0.0 0.1
H 0.8523 1.7548 -8.1359 0.2 0.1 0.1
H 0.2187 3.4159 -8.1779 0.0 0.0 -0.2
```
Forces are in eV/Å.

Values from the calculation:
- LUMO energy: -0.9474 eV
- SMILES string: NCc1ccc2c(c1Br)C(=O)c1cc(F)ccc1C2=O.C[C@@H]1COC(=O)O1.C[C@@H]1COC(=O)O1.C[C@@H]1COC(=O)O1.C[C@@H]1COC(=O)O1.C[C@@H]1COC(=O)O1.C[C@@H]1COC(=O)O1.C[C@@H]1COC(=O)O1
- HOMO-LUMO gap: 7.73 eV
- Highest occupied orbital energy: -0.3188 Ha